Here is one molecule with the formula C10H16N4O4 at a distorted geometry from OMol25. Energies are from wB97M-V/def2-TZVPD.

The geometry in XYZ format:
```
34
C10H16N4O4 (wB97M-V/def2-TZVPD)
C 2.026 -0.127 -0.382
C 1.058 -1.246 0.134
C 3.426 -0.270 0.196
C 4.564 0.045 -0.893
C -1.278 -1.418 0.696
C -2.552 -2.080 -0.142
C -1.901 -0.316 1.593
C -2.319 0.806 0.608
C -3.559 0.990 0.152
C -2.185 2.594 -0.459
H 1.491 1.707 -1.111
H 0.603 1.329 0.356
H 2.117 -0.433 -1.475
H 3.667 -1.307 0.518
H 2.674 1.273 1.086
H 4.836 -0.794 -1.549
H 4.361 0.966 -1.607
H 5.497 0.366 -0.288
H -0.440 0.041 -0.349
H -0.721 -2.199 1.347
H -0.998 0.038 2.040
H -2.770 -0.563 2.231
H -4.339 0.237 0.176
H -1.983 3.476 -0.937
H -4.281 2.744 -0.788
H -2.707 -3.492 -1.308
N 1.535 1.269 -0.159
N -0.236 -1.009 -0.248
N -1.422 1.656 0.128
N -3.433 2.245 -0.472
O 1.508 -2.288 0.526
O 3.491 0.715 1.317
O -3.663 -2.029 0.165
O -2.068 -2.927 -1.102
```

Values from the calculation:
SMILES = C[C@@H](O)[C@H](N)C(=O)N[C@@H](Cc1c[nH]cn1)C(=O)O
Charge = 0
Gap between HOMO and LUMO = 9.59 eV

Here is an isolated ion of composition C10H16NO and charge +1 at a distorted geometry from OMol25. Energies are from wB97M-V/def2-TZVPD.

The geometry in XYZ format:
```
28
C10H16NO (wB97M-V/def2-TZVPD)
C 0.954 0.533 -0.090
C -2.076 1.821 0.627
C -1.967 1.787 -0.857
C -2.695 -0.547 0.128
C -1.928 -1.797 0.537
C -0.350 -0.120 -0.001
C 2.486 0.023 -0.113
C -1.705 0.548 -0.049
C 3.384 0.882 0.474
C 3.012 -1.252 -0.605
N -0.553 -1.558 -0.014
O 1.036 1.755 -0.054
H -1.388 2.499 1.125
H -2.996 2.033 1.207
H -2.844 1.669 -1.483
H -1.095 2.330 -1.095
H -3.179 -0.789 -0.853
H -3.517 -0.144 0.765
H -2.078 -1.735 1.614
H -2.409 -2.652 0.152
H 3.814 1.363 -0.538
H 4.316 0.464 0.909
H 2.922 1.692 1.061
H 4.022 -1.352 -0.416
H 2.752 -1.240 -1.739
H 2.567 -2.157 -0.246
H 0.199 -2.051 0.457
H -0.685 -2.005 -0.900
```

Values from the calculation:
Charge = +1
Gap between HOMO and LUMO (spin up / spin down) = 5.56 / 7.46 eV

Here is a 2-piece molecular cluster, C10H16NO3S overall from OMol25. Energies are from wB97M-V/def2-TZVPD.

The geometry in XYZ format:
```
31
C10H16NO3S (wB97M-V/def2-TZVPD)
C 0.448 -0.708 -1.043
O 0.132 -0.243 -2.346
C -1.012 -0.773 -2.961
C -2.237 0.129 -2.784
C -2.743 0.228 -1.343
N -4.098 -0.461 -1.173
S -3.879 -2.155 -0.653
H -0.031 -1.674 -0.841
H 1.524 -0.852 -0.976
H 0.150 0.015 -0.277
H -1.218 -1.784 -2.580
H -0.799 -0.861 -4.028
H -3.038 -0.233 -3.444
H -1.981 1.128 -3.141
H -2.887 1.253 -1.005
H -2.072 -0.265 -0.640
H -4.578 -0.440 -2.074
H -4.666 0.046 -0.495
H -5.185 -2.439 -0.759
C 4.513 0.919 2.186
C 3.718 -0.039 1.718
C 2.322 -0.183 2.198
O 1.588 -1.040 1.746
C 1.853 0.755 3.247
C 2.645 1.714 3.717
C 4.036 1.880 3.216
O 4.749 2.765 3.629
H 5.533 1.051 1.851
H 4.042 -0.755 0.972
H 0.840 0.607 3.600
H 2.331 2.414 4.481
```

Values from the calculation:
Charge = +1
Gap between HOMO and LUMO = 7.81 eV

Here is a 2-piece molecular cluster, C10H16O overall at a distorted geometry from OMol25. Energies are from wB97M-V/def2-TZVPD.

The geometry in XYZ format:
```
27
C10H16O (wB97M-V/def2-TZVPD)
C -1.896 1.432 -0.769
C -2.208 1.478 0.730
C -2.429 0.142 -1.382
H -2.401 2.279 -1.251
H -0.877 1.625 -1.090
H -1.900 2.428 1.161
H -1.648 0.669 1.195
H -3.506 0.187 -1.583
H -1.748 -0.217 -2.156
H -3.248 1.180 0.862
H -2.511 -0.770 -0.776
C 1.655 1.857 0.520
C 1.695 -1.871 1.450
C 1.507 -2.477 0.210
C 1.751 -0.451 1.553
C 1.592 0.353 0.416
C 1.126 -1.699 -0.872
C 1.243 -0.277 -0.764
O 1.614 -3.849 0.181
H 1.956 -2.577 2.227
H 1.976 -0.081 2.544
H 0.958 -2.150 -1.842
H 1.392 -4.163 -0.699
H 1.298 2.343 -0.384
H 2.679 2.128 0.717
H 0.839 0.294 -1.592
H 1.092 2.185 1.395
```

Values from the calculation:
Spin multiplicity = 2
⟨S²⟩ = 0.76
Charge = -1
Gap between HOMO and LUMO (spin up / spin down) = 2.91 / 7.29 eV

Here is a 2-piece molecular cluster, C10H16O overall at a distorted geometry from OMol25. Energies are from wB97M-V/def2-TZVPD.

The geometry in XYZ format:
```
27
C10H16O (wB97M-V/def2-TZVPD)
C -1.871 1.097 -0.374
C -2.410 2.009 0.796
C -0.365 1.230 -0.258
C 0.391 2.180 -0.927
C 0.266 0.218 0.664
C 1.814 2.218 -0.670
C 1.591 0.343 0.925
C 2.311 1.303 0.200
O 3.701 1.355 0.582
H -2.315 0.068 -0.353
H -2.339 1.509 -1.388
H -1.579 2.685 1.110
H -0.156 2.720 -1.753
H -0.396 -0.481 1.279
H 2.334 2.841 -1.250
H 2.004 -0.357 1.526
H 4.219 1.905 -0.034
H -2.735 1.495 1.590
H -3.240 2.587 0.324
C 0.561 -3.430 -0.057
C -0.889 -3.339 -0.481
H 0.784 -3.788 1.027
H 0.929 -4.193 -0.707
H 1.207 -2.626 -0.183
H -1.240 -4.307 -0.726
H -1.459 -2.778 0.221
H -1.117 -2.467 -1.082
```

Values from the calculation:
SMILES = CCc1ccc(O)cc1.CC
Charge = 0
Gap between HOMO and LUMO = 9.29 eV

Here is a 2-piece molecular cluster, C10H16O overall at a distorted geometry from OMol25. Energies are from wB97M-V/def2-TZVPD.

The geometry in XYZ format:
```
27
C10H16O (wB97M-V/def2-TZVPD)
C 1.557 1.234 1.244
C -1.739 2.074 -0.175
C -1.633 1.638 -1.490
C -0.753 1.867 0.710
C 0.528 1.278 0.211
C -0.511 1.052 -1.988
C 0.637 1.056 -1.124
O -2.794 1.677 -2.214
H -2.732 2.417 0.135
H -0.830 2.135 1.749
H -0.341 0.700 -2.996
H -2.977 0.862 -2.685
H 1.739 2.236 1.592
H 2.474 0.704 1.036
H 1.549 0.618 -1.516
H 1.082 0.663 2.053
C 1.802 -3.450 1.578
C 1.464 -2.018 1.156
C 0.623 -4.272 1.106
H 2.671 -3.844 1.040
H 2.081 -3.496 2.633
H 0.785 -1.695 1.909
H 0.766 -4.794 0.101
H 1.107 -1.999 0.079
H 2.308 -1.300 1.202
H 0.321 -5.164 1.644
H -0.322 -3.721 1.123
```

Values from the calculation:
SMILES = Cc1ccc(O)cc1.CCC
Charge = 0
Gap between HOMO and LUMO = 9.22 eV

ΔE to the lowest compared entry with this formula, charge and spin for every record listed, in sequence, given in kJ/mol: 344.96; 377.81; 90.05; 47.88; 317.81; 188.72.